1.
Below is a 2-piece molecular cluster, C4H7NO2 overall, with properties calculated with wB97M-V/def2-TZVPD.

The geometry in ORCA input format:
```
! wB97M-V def2-TZVPD RIJCOSX def2/J DEFGRID3
* xyz 0 1
O 0.7370 -0.3029 2.4697
C 0.9671 -0.1803 1.1084
C 0.4664 -1.2411 0.2040
N 0.0339 -0.6274 -0.8655
C -0.0001 0.7602 -0.8269
C 0.3959 1.1193 0.4857
O 0.3670 2.1580 1.1410
H 0.5924 0.6160 2.7597
H 2.0540 -0.1131 0.8703
H 0.4823 -2.3160 0.2844
H -2.9010 -0.0490 -1.8858
H -0.1889 -1.1723 -1.6855
H -2.4675 0.0265 -2.4843
H -0.5385 1.3220 -1.5751
*
```

Output
HOMO level (alpha / beta): -7.8 / -7.8 eV
Kohn-Sham gap (alpha / beta): 7.994 / 7.992 eV
total energy: -9843.7221 eV
ΔE to the lowest compared entry with this formula, charge and spin: 3.5576 eV

How positive or negative is each atom? The Löwdin charges in e answer that:
1. O 0.011
2. C -0.315
3. C -0.012
4. N 0.035
5. C -0.057
6. C -0.400
7. O 0.026
8. H 0.101
9. H 0.182
10. H 0.132
11. H 0.037
12. H 0.156
13. H 0.018
14. H 0.088

=====

2.
Below is one molecule with the formula C4H7NO2, with properties calculated with wB97M-V/def2-TZVPD.

The geometry in ORCA input format:
```
! wB97M-V def2-TZVPD RIJCOSX def2/J DEFGRID3
* xyz 0 1
O 2.2797 0.0038 0.2120
C 1.1924 0.1187 -0.6605
C -0.1934 0.1097 -0.0156
C -0.5044 -1.2107 0.5966
N -0.4107 -0.0327 1.4296
C -1.2624 0.9030 -0.6884
O -2.3587 1.0913 -0.2007
H 2.1632 0.6584 0.9099
H 1.2932 0.9707 -1.3423
H 1.2331 -0.7751 -1.2880
H 0.3636 -1.8580 0.7171
H -1.4384 -1.7172 0.3797
H -1.3597 0.3271 1.5769
H -0.9725 1.3711 -1.6488
*
```

Output
HOMO level: -9.9 eV
Kohn-Sham gap: 10.406 eV
total energy: -9844.6772 eV
SMILES: O=C[C@]1(CO)CN1
ΔE to the lowest compared entry with this formula, charge and spin: 2.6025 eV

How positive or negative is each atom? The Löwdin charges in e answer that:
1. O -0.037
2. C -0.227
3. C -0.400
4. C -0.099
5. N 0.086
6. C -0.179
7. O 0.053
8. H 0.096
9. H 0.114
10. H 0.128
11. H 0.118
12. H 0.120
13. H 0.097
14. H 0.130